[1]
58
Properties=species:S:1:pos:R:3 method="wB97M-V/def2-TZVPD" smiles="O=C(O)c1cnc2c(cnn2C2CCCC2)c1.CNC(=O)[C@@H](NC(C)=O)C(C)C" gap_ev=8.99 e_above_lowest_kcal_mol=0.00
O 0.84285 -3.15271 2.31943
C 0.64420 -3.31865 1.12842
O 1.50826 -3.97656 0.32970
C -0.57341 -2.77723 0.53775
C -0.86415 -3.03432 -0.80819
N -1.97498 -2.58140 -1.41714
C -2.82707 -1.84683 -0.68910
C -2.61211 -1.54255 0.63145
C -3.75517 -0.75465 1.03636
N -4.60080 -0.60228 0.04377
N -4.04554 -1.26368 -1.02355
C -4.69389 -1.45856 -2.33505
C -5.61074 -0.30942 -2.76128
C -6.60003 -0.96461 -3.71337
C -6.86603 -2.32918 -3.08981
C -5.58141 -2.70932 -2.35017
C -1.47412 -2.00403 1.28107
H 2.23270 -4.24144 0.91736
H -0.17830 -3.62887 -1.40449
H -3.90109 -0.34746 2.03271
H -3.91568 -1.56923 -3.09864
H -5.05221 0.50007 -3.24095
H -6.15026 0.10387 -1.90267
H -6.14590 -1.08538 -4.70282
H -7.51739 -0.37709 -3.82071
H -7.13358 -3.07168 -3.84846
H -7.69234 -2.25395 -2.37480
H -5.82055 -3.03804 -1.33298
H -5.06408 -3.52857 -2.85986
H -1.29514 -1.77493 2.33057
C 5.68851 5.12638 1.70894
N 4.66094 4.24019 1.16620
C 4.23594 3.13205 1.78410
O 4.71039 2.77108 2.85519
C 3.20865 2.27814 1.02402
N 3.70944 1.84992 -0.30224
C 4.84943 1.23461 -0.63052
C 5.90501 0.90457 0.40708
O 5.04450 0.92929 -1.79546
C 2.61380 1.10289 1.84343
C 1.78555 1.60303 3.03661
C 1.67966 0.23053 0.99027
H 6.61720 4.56882 1.85008
H 5.36534 5.50760 2.67957
H 5.86888 5.96245 1.03223
H 4.27837 4.44969 0.25738
H 2.37367 2.94949 0.82657
H 3.08754 1.97182 -1.08622
H 6.40406 1.81596 0.72783
H 5.45598 0.40900 1.26293
H 6.64015 0.23818 -0.04042
H 3.41554 0.46981 2.22053
H 1.38707 0.75322 3.59152
H 2.40986 2.18054 3.71767
H 0.96113 2.22690 2.69111
H 1.20341 -0.51640 1.62293
H 2.24799 -0.29468 0.22255
H 0.90994 0.84357 0.52160

[2]
54
Properties=species:S:1:pos:R:3 method="wB97M-V/def2-TZVPD" multiplicity=5 gap_ev="7.00 / 7.03" e_above_lowest_kcal_mol=48.98
O 0.19221 1.81019 -0.82573
C 0.98932 2.55406 -1.79902
C -0.29594 3.21188 -2.33684
H 1.49478 1.80977 -2.43778
H 1.70185 3.27085 -1.33011
C -1.04676 2.50219 -1.20110
H -0.58086 2.75357 -3.29256
H -0.34634 4.29935 -2.34798
C -2.17384 1.61425 -1.69022
H -1.78266 0.88418 -2.39878
H -2.88956 2.23198 -2.26165
H -2.71269 1.11056 -0.86916
C -1.51985 3.29318 0.00287
H -0.67453 3.81582 0.45924
H -1.92022 2.59061 0.76056
H -2.30646 4.00253 -0.30375
Pm 0.26330 -0.77966 1.06227
C 1.00782 0.66665 3.63923
C 2.04125 -0.26856 3.40519
C 2.69376 0.08429 2.19480
H 2.31947 -1.06756 4.07996
C 2.05307 1.24305 1.67297
C 0.98137 1.58597 2.56228
H 0.27262 2.40197 2.42051
H 0.38934 0.67984 4.52820
H 3.56411 -0.40609 1.77358
H 2.36457 1.80196 0.79099
C -1.26309 -1.07040 3.58768
C -1.75869 0.13199 3.01721
C -2.34102 -0.18403 1.75634
H -1.70832 1.11649 3.48009
C -2.26042 -1.60519 1.57269
C -1.56633 -2.14229 2.70246
H -1.35940 -3.20564 2.88610
H -0.72671 -1.18356 4.53587
H -2.83101 0.53059 1.08901
H -2.66712 -2.19889 0.74804
O 0.63568 -1.25596 -1.47357
C -0.24308 -1.01218 -2.70532
C 0.41895 -1.62593 -3.94070
H -0.29406 0.06573 -2.83403
H -1.26636 -1.46511 -2.57893
C 1.24888 -2.76306 -3.36060
H 0.98789 -0.84583 -4.49046
H -0.30504 -2.09561 -4.62345
C 1.30791 -2.49970 -1.85807
H 2.18751 -2.78510 -3.91385
H 0.75909 -3.75414 -3.38419
H 2.33641 -2.56110 -1.52235
H 0.70649 -3.26303 -1.39291
O 1.08179 -2.36183 2.59977
C 1.49644 -3.05211 1.62239
O 1.32022 -2.63368 0.42956
H 2.02424 -3.97729 1.79324

[3]
54
Properties=species:S:1:pos:R:3 method="wB97M-V/def2-TZVPD" multiplicity=6 gap_ev="8.12 / 8.16" e_above_lowest_kcal_mol=0.00
O -0.60502 -0.07987 -2.72335
C -1.86279 0.07899 -3.46309
C -1.40676 -0.85867 -4.55935
H -1.95830 1.12541 -3.76468
H -2.69905 -0.25610 -2.83358
C -0.09741 -1.00741 -3.79299
H -1.15704 -0.33929 -5.46886
H -2.08506 -1.71105 -4.71856
C 1.10029 -0.31688 -4.41676
H 0.84656 0.72188 -4.68098
H 1.42977 -0.80554 -5.33604
H 1.93583 -0.31579 -3.71246
C 0.14098 -2.37898 -3.22797
H -0.78959 -2.76554 -2.79313
H 0.91704 -2.34929 -2.46718
H 0.45438 -3.08221 -4.00841
Sm -0.36753 0.58709 -0.28086
C -0.66687 -1.28967 1.59392
C -1.78665 -0.43689 1.75413
C -2.65265 -0.63110 0.63986
H -1.99027 0.17650 2.64158
C -2.04669 -1.59189 -0.22313
C -0.81377 -1.99737 0.36726
H -0.15093 -2.78825 0.00131
H 0.13033 -1.43708 2.32994
H -3.64881 -0.18108 0.51471
H -2.49931 -2.04027 -1.11714
C 1.85801 0.71844 1.14146
C 2.02297 -0.48618 0.39608
C 2.17730 -0.14826 -0.97428
H 2.10627 -1.48892 0.81162
C 2.15181 1.28042 -1.08545
C 1.96669 1.81362 0.23275
H 1.99088 2.87114 0.51222
H 1.75409 0.78664 2.22584
H 2.41566 -0.85714 -1.76944
H 2.32730 1.85755 -1.99781
O -2.10061 1.16828 -6.15957
C -1.89525 0.26538 -7.29935
C -2.62517 0.77952 -8.53708
H -2.29040 -0.73924 -7.03924
H -0.80722 0.11885 -7.47210
C -3.55065 1.85004 -7.99509
H -3.15001 -0.04442 -9.01764
H -1.90209 1.17128 -9.24715
C -3.07405 2.14780 -6.56026
H -4.57424 1.49415 -7.94159
H -3.54781 2.76290 -8.59516
H -3.88994 2.13301 -5.82477
H -2.60551 3.14514 -6.50620
O -0.80862 2.24987 1.33085
C -1.45789 2.93575 0.46825
O -1.61616 2.52413 -0.73329
H -1.87893 3.90272 0.78970

[4]
66
Properties=species:S:1:pos:R:3 method="wB97M-V/def2-TZVPD" gap_ev=7.79 e_above_lowest_kcal_mol=3.99
K -0.09063 -0.79308 1.37966
N 0.31969 1.42166 -0.52728
C -0.52166 1.36520 -1.72814
C -1.58774 0.28804 -1.57727
C -2.58871 0.58787 -0.46385
C -3.48767 -0.59331 -0.12361
N -2.69499 -1.74689 0.33703
H -0.12136 1.95856 0.21696
H 1.19608 1.88464 -0.73354
H 0.12117 1.11288 -2.57459
H -0.99671 2.32556 -1.96404
H -1.06515 -0.65679 -1.38127
H -2.12328 0.15993 -2.52337
H -3.21223 1.43564 -0.76193
H -2.07378 0.90785 0.44739
H -4.11792 -0.84309 -0.98585
H -4.15652 -0.30802 0.68867
H -2.30866 -2.24949 -0.45359
H -3.28707 -2.40202 0.83218
C -0.50509 -4.51602 -0.10741
O 0.25798 -3.31920 0.12108
C 1.46753 -3.30869 -0.51278
O 1.80412 -4.14430 -1.30157
C 2.17795 -2.04165 -0.13856
C 2.87727 -1.94168 1.00610
As 3.78980 -3.63225 1.30933
C 5.06466 -3.27000 2.73970
C 4.91035 -3.10631 -0.28788
C 4.59400 -2.33603 -1.33782
As 3.07095 -1.03091 -1.54700
C 2.12969 -1.74496 -3.11149
C 5.54683 -2.28597 -2.48342
O 6.55755 -2.92608 -2.60532
O 5.13397 -1.38952 -3.40259
C 5.98139 -1.25904 -4.55204
C 6.15714 -3.95504 -0.21230
O 6.06859 -5.14540 -0.33858
O 7.30142 -3.39677 0.19259
C 7.44649 -1.97242 0.25770
C 3.49070 -0.63692 1.40231
O 4.66323 -0.42013 1.57492
O 2.52703 0.27286 1.58170
C 2.97162 1.58373 1.97661
H -1.37497 -4.43801 0.53733
H 0.08398 -5.39143 0.15622
H -0.79635 -4.58610 -1.15462
H 4.51820 -3.37216 3.67655
H 5.51396 -2.28527 2.67251
H 5.82857 -4.04631 2.69188
H 2.29695 -2.81112 -3.23281
H 2.46561 -1.20106 -3.99054
H 1.06428 -1.55584 -2.96525
H 5.50818 -0.51460 -5.18453
H 6.06075 -2.21270 -5.06995
H 6.97507 -0.93210 -4.25234
H 8.30778 -1.79846 0.89653
H 6.57057 -1.49065 0.68786
H 7.64756 -1.58032 -0.73812
H 2.06626 2.16861 2.10751
H 3.61029 2.00339 1.20048
H 3.52657 1.52108 2.90999
N -0.65045 1.95394 2.57010
C -0.15791 1.33034 3.42469
N 0.42896 0.67273 4.39816
C 0.71844 -0.57733 4.11321
N 0.97350 -1.67896 3.82800

Repeat the second record exactly.
54
Properties=species:S:1:pos:R:3 method="wB97M-V/def2-TZVPD" multiplicity=5 gap_ev="7.00 / 7.03" e_above_lowest_kcal_mol=48.98
O 0.19221 1.81019 -0.82573
C 0.98932 2.55406 -1.79902
C -0.29594 3.21188 -2.33684
H 1.49478 1.80977 -2.43778
H 1.70185 3.27085 -1.33011
C -1.04676 2.50219 -1.20110
H -0.58086 2.75357 -3.29256
H -0.34634 4.29935 -2.34798
C -2.17384 1.61425 -1.69022
H -1.78266 0.88418 -2.39878
H -2.88956 2.23198 -2.26165
H -2.71269 1.11056 -0.86916
C -1.51985 3.29318 0.00287
H -0.67453 3.81582 0.45924
H -1.92022 2.59061 0.76056
H -2.30646 4.00253 -0.30375
Pm 0.26330 -0.77966 1.06227
C 1.00782 0.66665 3.63923
C 2.04125 -0.26856 3.40519
C 2.69376 0.08429 2.19480
H 2.31947 -1.06756 4.07996
C 2.05307 1.24305 1.67297
C 0.98137 1.58597 2.56228
H 0.27262 2.40197 2.42051
H 0.38934 0.67984 4.52820
H 3.56411 -0.40609 1.77358
H 2.36457 1.80196 0.79099
C -1.26309 -1.07040 3.58768
C -1.75869 0.13199 3.01721
C -2.34102 -0.18403 1.75634
H -1.70832 1.11649 3.48009
C -2.26042 -1.60519 1.57269
C -1.56633 -2.14229 2.70246
H -1.35940 -3.20564 2.88610
H -0.72671 -1.18356 4.53587
H -2.83101 0.53059 1.08901
H -2.66712 -2.19889 0.74804
O 0.63568 -1.25596 -1.47357
C -0.24308 -1.01218 -2.70532
C 0.41895 -1.62593 -3.94070
H -0.29406 0.06573 -2.83403
H -1.26636 -1.46511 -2.57893
C 1.24888 -2.76306 -3.36060
H 0.98789 -0.84583 -4.49046
H -0.30504 -2.09561 -4.62345
C 1.30791 -2.49970 -1.85807
H 2.18751 -2.78510 -3.91385
H 0.75909 -3.75414 -3.38419
H 2.33641 -2.56110 -1.52235
H 0.70649 -3.26303 -1.39291
O 1.08179 -2.36183 2.59977
C 1.49644 -3.05211 1.62239
O 1.32022 -2.63368 0.42956
H 2.02424 -3.97729 1.79324

Repeat the first record exactly.
58
Properties=species:S:1:pos:R:3 method="wB97M-V/def2-TZVPD" smiles="O=C(O)c1cnc2c(cnn2C2CCCC2)c1.CNC(=O)[C@@H](NC(C)=O)C(C)C" gap_ev=8.99 e_above_lowest_kcal_mol=0.00
O 0.84285 -3.15271 2.31943
C 0.64420 -3.31865 1.12842
O 1.50826 -3.97656 0.32970
C -0.57341 -2.77723 0.53775
C -0.86415 -3.03432 -0.80819
N -1.97498 -2.58140 -1.41714
C -2.82707 -1.84683 -0.68910
C -2.61211 -1.54255 0.63145
C -3.75517 -0.75465 1.03636
N -4.60080 -0.60228 0.04377
N -4.04554 -1.26368 -1.02355
C -4.69389 -1.45856 -2.33505
C -5.61074 -0.30942 -2.76128
C -6.60003 -0.96461 -3.71337
C -6.86603 -2.32918 -3.08981
C -5.58141 -2.70932 -2.35017
C -1.47412 -2.00403 1.28107
H 2.23270 -4.24144 0.91736
H -0.17830 -3.62887 -1.40449
H -3.90109 -0.34746 2.03271
H -3.91568 -1.56923 -3.09864
H -5.05221 0.50007 -3.24095
H -6.15026 0.10387 -1.90267
H -6.14590 -1.08538 -4.70282
H -7.51739 -0.37709 -3.82071
H -7.13358 -3.07168 -3.84846
H -7.69234 -2.25395 -2.37480
H -5.82055 -3.03804 -1.33298
H -5.06408 -3.52857 -2.85986
H -1.29514 -1.77493 2.33057
C 5.68851 5.12638 1.70894
N 4.66094 4.24019 1.16620
C 4.23594 3.13205 1.78410
O 4.71039 2.77108 2.85519
C 3.20865 2.27814 1.02402
N 3.70944 1.84992 -0.30224
C 4.84943 1.23461 -0.63052
C 5.90501 0.90457 0.40708
O 5.04450 0.92929 -1.79546
C 2.61380 1.10289 1.84343
C 1.78555 1.60303 3.03661
C 1.67966 0.23053 0.99027
H 6.61720 4.56882 1.85008
H 5.36534 5.50760 2.67957
H 5.86888 5.96245 1.03223
H 4.27837 4.44969 0.25738
H 2.37367 2.94949 0.82657
H 3.08754 1.97182 -1.08622
H 6.40406 1.81596 0.72783
H 5.45598 0.40900 1.26293
H 6.64015 0.23818 -0.04042
H 3.41554 0.46981 2.22053
H 1.38707 0.75322 3.59152
H 2.40986 2.18054 3.71767
H 0.96113 2.22690 2.69111
H 1.20341 -0.51640 1.62293
H 2.24799 -0.29468 0.22255
H 0.90994 0.84357 0.52160